[1]
Molecular formula: C20H22N4O3
Method: DFT, wB97M-V/def2-TZVPD

Output
Kohn-Sham gap: 8.62 eV
LUMO: 0.0224 Ha
SMILES: COc1ccc(C(=O)Nc2ccc3c(c2)nc(CCNC(C)=O)n3C)cc1
Charge: 0
Energy relative to the best compared isomer or geometry (same formula, charge and spin): 27.1 kcal/mol

Each line ends with the Löwdin charge.
Cartesian coordinates (Å):
N1 2.4595 0.6486 -1.4162  -0.0170
H1 2.5099 -1.3065 -2.1158  0.0897
H2 5.1401 1.3088 0.4932  0.1176
C1 -4.8026 -0.6624 -0.6726  0.0081
C2 3.2653 1.0710 -0.4001  -0.3214
H3 5.2274 0.5882 -1.1267  0.1107
H4 1.8269 -1.2918 3.3199  0.0826
C3 -0.9551 2.4520 -0.0571  -0.2663
H5 -5.3330 1.4071 -0.7472  0.1226
C4 -3.3506 2.5530 0.6225  -0.4440
H6 -2.0883 -1.8979 0.9436  0.0982
N2 2.6545 1.8452 0.4581  0.1684
C5 0.2693 2.5924 0.5748  0.0444
C6 -4.6223 0.6741 -0.3965  -0.0109
O1 -4.2703 3.2609 0.9846  0.0730
C7 -2.6208 0.1563 0.8168  -0.0240
H7 1.2407 0.0824 2.3685  0.0746
C8 1.4233 -0.9911 2.3564  0.0131
O2 -4.1438 -2.9003 -0.5494  -0.0799
H8 2.1762 -0.0585 -3.3391  0.0935
C9 4.6420 -0.8022 0.4361  -0.1614
H9 -3.2176 -3.9702 0.9698  0.0958
H10 -1.9705 3.9925 0.8832  0.1573
C10 4.6640 0.6078 -0.1934  -0.0854
C11 -1.0769 1.7243 -1.2520  -0.0254
O3 2.0963 -1.9001 0.2332  0.0474
H11 -3.6404 -4.8345 -0.5280  0.0929
H12 0.4860 -1.5078 2.1733  0.0746
H13 -2.2412 -3.7323 -0.5078  0.0963
N3 -2.0890 3.0603 0.5069  0.1318
C12 1.2181 1.1775 -1.1646  -0.1634
C13 2.7623 -0.2970 -2.4520  -0.0049
C14 2.3987 -1.3021 1.2461  -0.5435
H14 0.3714 3.1680 1.4814  0.1202
H15 4.3504 -1.5476 -0.3067  0.1143
H16 5.6299 -1.0534 0.8298  0.1190
H17 -1.7794 0.4641 1.4194  0.1194
C15 -3.2514 -3.9019 -0.1223  -0.0861
N4 3.6656 -0.8789 1.4969  0.0481
C16 1.3619 1.9414 0.0167  -0.2305
H18 3.8209 -0.2523 -2.7041  0.0917
H19 -5.6488 -1.0061 -1.2462  0.1185
H20 -0.1149 0.5070 -2.7256  0.1099
C17 -3.8859 -1.6099 -0.2101  -0.2692
C18 -0.0006 1.0755 -1.8158  0.0110
H21 -2.0421 1.6723 -1.7302  0.1200
C19 -3.5129 1.1032 0.3288  -0.1719
H22 3.7984 -0.2399 2.2663  0.1428
C20 -2.8009 -1.1888 0.5534  -0.0020

***

[2]
Molecular formula: C20H22N6O4
Method: DFT, wB97M-V/def2-TZVPD

Output
Kohn-Sham gap: 7.92 eV
LUMO: -0.0503 Ha
SMILES: O=[N+]([O-])c1ccccc1.O=[N+]([O-])c1ccccc1.CC#N.CC#N.CC#N.CC#N
Charge: 0
Energy relative to the best compared isomer or geometry (same formula, charge and spin): 485.4 kcal/mol

Each line ends with the Löwdin charge.
Cartesian coordinates (Å):
H1 -0.3522 -1.7339 2.6373  0.1141
H2 -1.7259 -3.6085 2.6491  0.1012
N1 0.6560 2.3757 -1.9658  -0.3526
H3 2.1417 3.4431 0.7383  0.0978
H4 -1.5448 -2.4409 -2.1730  0.1181
H5 0.7594 1.0305 -0.2305  0.0353
H6 -0.1148 -4.5796 1.7308  0.0745
N2 0.0740 -2.0310 0.0523  0.1126
N3 -0.9576 0.7342 1.6151  -0.2342
O1 1.4338 2.6319 -2.8757  -0.0265
C1 -3.1879 -0.2376 1.3749  -0.0081
C2 3.7520 3.2024 -2.3855  -0.0200
C3 -2.2388 -2.6755 2.4684  -0.0432
C4 -1.3846 -1.6249 2.3395  -0.0356
H7 1.5419 0.5267 1.2808  0.0907
C5 3.1150 2.2398 -1.4530  -0.0677
H8 4.6308 2.6744 -2.7555  0.0844
H9 3.1464 3.2701 -3.2893  0.0779
C6 -1.1768 0.8420 -1.2594  0.0057
H10 4.1135 4.1693 -2.0354  0.0971
H11 -5.0223 -1.3515 1.0835  0.1144
O2 0.1128 0.7902 2.2105  0.0096
C7 1.2733 -4.1323 0.1823  -0.2635
H12 1.0615 0.4551 -3.7673  0.1207
H13 2.1239 0.1794 -0.4761  0.0655
O3 0.4911 3.1407 -1.0874  0.1267
N4 -0.4200 3.9885 2.4830  0.1451
C8 -3.6073 -2.4606 2.1929  -0.0412
C9 -0.1951 -1.0945 -3.0367  -0.0741
H14 -1.5623 1.5870 -0.5790  0.0850
H15 -4.3271 -3.2652 2.1603  0.1088
H16 -2.1964 -0.7902 -0.3665  0.0754
C10 -1.8577 -0.4213 1.7369  -0.1349
C11 -1.1821 -1.4237 -2.1632  -0.0731
C12 -0.0944 1.1360 -2.1080  -0.1330
C13 0.3716 3.4031 1.8834  -0.2863
C14 0.5281 -3.7462 1.4476  -0.1129
H17 1.9684 2.1382 2.0205  0.1039
C15 0.3187 0.1677 -3.0380  0.0026
H18 1.0766 -3.3365 2.2958  0.0940
C16 -1.6130 -0.4908 -1.2246  -0.0689
H19 0.3721 -1.7686 -3.6615  0.1197
C17 0.5469 -1.0035 0.1609  -0.1386
C18 -4.0283 -1.3530 1.5058  -0.0614
H20 -0.1662 -2.9288 1.2533  -0.0408
O4 -1.3720 1.6909 0.9321  0.0033
N5 2.5246 1.5221 -0.7040  0.0625
N6 1.8277 -4.4334 -0.7487  0.1276
H21 1.1500 1.9784 0.5448  -0.0188
C19 1.3179 0.2308 0.2560  -0.1464
C20 1.4855 2.7390 1.2499  -0.1271
H22 -3.5875 0.6450 0.8977  0.1347

***

[3]
Molecular formula: C20H23AsCl5MgN2OS
Method: DFT, wB97M-V/def2-TZVPD

Output
Kohn-Sham gap: 8.54 eV
LUMO: -0.1077 Ha
Charge: +1

Each line ends with the Löwdin charge.
Cartesian coordinates (Å):
Cl1 -1.5349 -1.2991 4.9312  0.7330
H1 2.5469 3.8832 -3.1605  0.0790
H2 -3.6443 -1.6596 -4.4235  0.0344
H3 -1.2116 1.6307 0.9916  0.1257
C1 -4.4092 -1.3936 -3.6965  -0.2876
Cl2 1.4302 -2.2788 4.8699  0.7226
H4 -5.3643 -1.8182 -4.0019  0.0420
C2 1.9380 3.0641 -2.7809  -0.0952
H5 -3.2831 -4.3375 -2.9174  0.0344
C3 -1.4195 -1.4318 2.2289  -0.7199
C4 0.4585 -2.1508 1.0152  -0.7074
Cl3 -3.0383 -0.7667 2.2047  0.6810
H6 1.1763 0.3938 -2.6634  0.0852
H7 2.2920 0.2151 3.5165  0.0974
H8 1.1622 2.8518 -3.5178  0.0763
C5 -5.4967 -1.7262 -0.8871  -0.2904
C6 2.7426 1.0188 2.9488  -0.0021
H9 -3.9099 -4.5164 -1.2689  0.0359
H10 1.4444 3.4183 -1.8730  0.0604
H11 4.2842 3.9826 1.0005  0.1140
C7 1.9905 0.6478 -1.9890  -0.2032
C8 3.8538 3.1422 1.5282  -0.0572
H12 -6.3738 -2.1492 -1.3747  0.0423
C9 0.4851 1.5472 2.1043  -0.3588
H13 3.2869 1.5088 -3.4309  0.1173
C10 0.5605 -2.0723 3.4049  -0.7074
Mg1 -1.7584 -1.1165 -0.7778  0.4278
N1 -0.2085 1.5953 0.8538  0.1288
C11 1.1896 -2.3302 2.1835  -0.7147
H14 3.5898 2.0688 -1.8013  0.1079
C12 4.1038 1.2663 3.0233  -0.0415
H15 -5.0343 -4.2435 -2.6200  0.0420
S1 -1.1058 1.0834 -1.5817  0.6518
C13 -4.0498 -4.0059 -2.2198  -0.2862
C14 2.4960 2.8858 1.4283  -0.0444
O1 -0.1704 1.3220 3.0836  0.1456
H16 1.8623 3.5219 0.8208  0.1231
H17 5.7180 2.5229 2.3846  0.1141
Cl4 2.8301 -2.8396 2.1337  0.7063
C15 1.9438 1.8168 2.1341  -0.1737
C16 -0.8445 -1.6932 1.0021  -0.3128
Cl5 1.1826 -2.4968 -0.5440  0.6893
C17 4.6567 2.3251 2.3153  -0.0513
H18 2.6236 -0.2302 -1.8643  0.1062
H19 2.0872 1.0657 0.0729  0.1311
H20 -5.6253 -0.6509 -0.7762  0.0361
H21 -4.4926 -0.3094 -3.6487  0.0338
As1 -3.9217 -2.0912 -1.9563  1.0167
N2 1.4140 0.9473 -0.6759  0.0582
C18 0.1612 1.2078 -0.3969  -0.7437
C19 -0.7633 -1.6262 3.4393  -0.7218
C20 2.7929 1.8328 -2.5129  -0.2242
H22 4.7302 0.6386 3.6421  0.1171
H23 -5.3737 -2.1707 0.0990  0.0269

***

[4]
Molecular formula: C20H23AsCrIN5S4
Method: DFT, wB97M-V/def2-TZVPD

Output
<S²>: 3.851
Kohn-Sham gap (spin up / spin down): 5.36 / 5.38 eV
LUMO (spin up / spin down): 0.0601 / 0.0601 Ha
Charge: -1
Energy relative to the best compared isomer or geometry (same formula, charge and spin): 37.6 kcal/mol
Spin multiplicity: 4

Each line ends with the Löwdin charge.
Cartesian coordinates (Å):
H1 4.0276 -1.8296 1.8188  0.1148
H2 3.4420 5.2775 -0.8237  0.1166
C1 2.2140 5.2113 0.9574  -0.1604
C2 1.6730 2.5964 -0.0184  -0.3675
S1 -2.2962 4.1823 0.0135  -0.1198
C3 2.0860 0.8098 -1.5152  -0.2450
H3 4.1068 1.1849 -0.8966  0.1130
H4 1.1884 1.1551 3.0665  0.0991
Cr1 -0.3805 0.0739 0.4530  0.1524
C4 -2.7081 -3.3135 -0.7226  -0.0833
C5 -1.5522 -4.1311 1.2117  -0.1841
N1 1.0767 3.0764 1.0981  0.0693
C6 -0.5109 -4.9566 3.2380  -0.1106
H5 2.0805 6.2896 1.0483  0.1120
C7 -0.1268 -3.6490 3.5596  -0.0972
H6 2.1764 -0.2782 -1.3780  0.0995
H7 0.0688 4.8981 0.8728  0.0261
N2 2.5950 3.4037 -0.6318  -0.0465
C8 -2.2137 -2.0278 -0.4677  -0.1436
N3 2.0220 -1.3258 1.2735  0.0449
S2 -4.7042 1.6714 0.0897  -0.1654
H8 -1.5994 -6.1718 1.8631  0.1022
C9 1.7013 0.3572 2.5696  -0.1899
H9 3.9173 1.0566 -2.6570  0.1094
C10 -1.3531 -1.7257 0.5760  -0.1882
C11 3.4597 1.4319 -1.7413  -0.1611
As1 -2.6703 2.1233 0.1730  -0.4698
H10 0.7848 4.5904 2.4647  0.1221
C12 -1.0944 -2.8065 1.4867  -0.1878
N4 1.4404 1.3582 -0.3426  -0.0248
H11 0.2734 2.5260 1.4016  -0.0087
C13 -1.2347 -5.1805 2.1008  -0.0572
C14 -2.3500 -4.3647 0.0743  -0.0573
H12 1.6951 5.2383 -1.1335  0.1352
H13 2.7357 3.2202 -2.7263  0.1321
H14 -2.5629 -1.2452 -1.1332  0.0252
C15 2.4937 4.8426 -0.4913  -0.1604
H15 -0.2626 -5.7708 3.9072  0.0920
N5 1.0996 -0.4036 1.6472  -0.1376
C16 3.0052 -0.0867 2.7719  -0.7314
C17 -0.4348 -2.6108 2.7205  -0.0642
S3 -1.6104 1.2698 1.9972  0.1519
H16 3.0561 4.9001 1.5796  0.1117
C18 3.2849 2.9408 -1.8136  -0.1678
H17 0.4036 -3.4566 4.4842  0.0950
H18 1.4453 0.9819 -2.3928  0.1029
H19 -0.2150 -1.5976 3.0271  0.0886
S4 -1.4602 1.0181 -1.3367  0.1197
H20 1.7456 -2.0942 0.6784  0.1669
H21 -3.3669 -3.4566 -1.5703  0.1008
C19 0.9485 4.4898 1.3885  -0.2106
I1 4.4166 0.7943 4.0331  0.8299
C20 3.1938 -1.1749 1.9553  -0.1128
H22 -2.7003 -5.3673 -0.1345  0.1008
H23 4.2641 3.4372 -1.8463  0.1190

***

We obtain F_max values of 0.84 13.25 0.09 2.80 eV/Å for the records listed above, in that order.